Entry from the Open Molecules 2025 dataset: a single C4H7N3O molecule at a distorted geometry (the ωB97M-V functional and the def2-TZVPD basis).

XYZ file:
```
15
Properties=species:S:1:pos:R:3:forces:R:3:lowdin_charge:R:1
C 1.67559 -1.63902 -0.86774 -1.83 -1.50 2.92 -0.14
N 1.80831 -0.35064 -1.29524 0.36 4.19 -1.00 -0.13
N 0.99575 0.55415 -0.72730 -0.18 0.72 0.51 0.07
C -0.09173 0.36896 -0.06136 0.69 0.15 -1.84 -0.39
C -0.71185 1.57139 0.41681 -1.28 1.16 2.87 -0.14
N -1.29332 2.21773 1.20129 1.05 -0.61 -1.97 0.17
O -0.91578 -0.72342 0.05440 0.75 0.88 0.13 -0.10
C -1.74712 -0.77623 1.22461 0.62 -0.06 1.56 -0.08
H 0.80308 -2.21562 -1.23578 0.29 0.69 0.12 0.10
H 1.63466 -1.58772 0.28451 0.29 -0.92 -1.37 0.12
H 2.51625 -2.02750 -1.27939 2.63 -2.45 -0.44 0.05
H 2.80922 0.05641 -1.39674 -2.65 -1.03 0.32 0.18
H -2.50107 0.04317 1.39871 0.61 -0.96 -0.97 0.09
H -2.09176 -1.77392 1.06641 -1.25 -0.40 0.43 0.08
H -1.16878 -0.80677 2.20195 -0.12 0.13 -1.26 0.11
```
Positions in Å, forces in eV/Å.

Relative energy (zero: lowest compared OMol25 entry of this formula, charge and spin) = 4.049 eV
Energy = -395.9996 hartree
Frontier orbital gap = 9.55 eV
HOMO = -0.322 Ha
Maximum force = 4.33 eV/Å
Charge = 0
Lowest unoccupied orbital energy = 0.784 eV